Density functional theory data (ωB97M-V with the def2-TZVPD basis set) for a structure of composition C29H22ClF5N2O2OsSe.

Energy above the lowest of the compared OMol25 structures with the same formula, charge and spin, eV: 1.117
Gap between HOMO and LUMO (alpha / beta), eV: 7.551 / 5.468
Charge: +2
LUMO (alpha / beta), eV: -6.673 / -8.764
Spin multiplicity: 5
Electronic energy, eV: -131408.66089
M, g mol⁻¹: 830.14
HOMO (alpha / beta), eV: -14.2239 / -14.2323

```
63
Properties=species:S:1:pos:R:3:forces:R:3
Os -0.294531 -0.280837 -0.039704 0.288 -0.385 -0.015
C -0.979889 -1.721733 4.882477 0.005 0.014 0.001
C 0.224402 -1.581248 3.933162 0.034 0.003 0.017
C 1.462918 -1.186748 4.732960 -0.022 -0.011 -0.018
C -0.127082 -0.596098 2.844343 -0.086 -0.072 -0.041
C 0.566968 0.572252 2.576171 -0.004 0.122 -0.041
C 0.025349 1.565331 1.724244 0.040 -0.019 0.039
C -1.285629 1.479056 1.222602 -0.009 0.005 0.024
C -1.957301 2.635467 0.547687 -0.040 0.008 0.032
C -1.945550 0.226493 1.357327 0.010 -0.020 0.039
C -1.277808 -0.831003 2.028497 -0.059 0.129 0.143
H -0.739078 -2.438985 5.665923 -0.009 0.007 -0.007
H -1.876990 -2.077096 4.375795 0.010 0.007 0.000
H -1.206120 -0.765430 5.357986 0.004 -0.017 -0.006
H 0.381406 -2.561560 3.466054 0.015 0.002 -0.026
H 1.298243 -0.243502 5.258385 0.008 -0.011 0.002
H 2.360964 -1.080523 4.122649 0.006 0.001 -0.018
H 1.663630 -1.946549 5.486678 0.005 0.010 -0.004
H 1.516108 0.773799 3.056295 -0.009 -0.012 -0.006
H 0.595405 2.466543 1.536302 -0.004 -0.007 0.008
H -2.402177 2.349682 -0.405705 0.006 -0.014 0.000
H -1.263078 3.456948 0.389559 0.012 0.001 -0.010
H -2.764155 2.994510 1.190778 0.013 0.006 -0.013
H -2.959719 0.092741 1.007014 -0.014 -0.022 -0.056
H -1.791896 -1.776604 2.111469 0.006 -0.017 0.005
F -0.450161 -0.135010 -3.334447 -0.014 0.023 -0.033
C -1.407927 -0.923526 -2.820311 0.000 -0.033 0.029
C -1.489356 -1.155841 -1.435004 0.139 0.062 0.058
C -2.529785 -2.027326 -1.068134 0.043 0.040 0.022
F -2.702878 -2.360484 0.217084 -0.004 -0.002 0.026
C -3.411519 -2.597890 -1.958082 -0.049 -0.048 -0.006
F -4.361531 -3.409858 -1.532480 0.003 0.007 -0.019
C -3.289744 -2.314789 -3.311639 -0.023 -0.017 -0.018
F -4.117354 -2.846276 -4.174943 -0.021 -0.013 -0.028
C -2.275689 -1.470579 -3.741648 -0.016 -0.001 -0.038
F -2.141509 -1.201594 -5.027839 0.001 0.008 -0.007
Se 1.963869 -1.280940 -2.263415 -0.072 -0.214 -0.046
N 1.576704 -1.418589 -0.518420 -0.671 0.348 -0.307
C 2.710025 -1.812901 0.095618 0.503 -0.123 0.264
C 2.874000 -2.066245 1.466802 -0.143 0.065 -0.289
C 4.094747 -2.486603 1.906758 0.297 -0.112 0.015
C 5.213810 -2.684423 1.024601 -0.114 0.027 0.190
C 5.097595 -2.471793 -0.305311 -0.129 0.045 -0.167
C 3.837872 -2.030051 -0.815897 -0.004 -0.057 0.333
N 3.606014 -1.827277 -2.106812 0.073 0.002 -0.077
H 2.040438 -1.954256 2.138176 -0.051 0.010 0.052
H 4.235545 -2.696035 2.960000 -0.005 0.012 -0.013
H 6.149664 -3.016284 1.453102 0.003 -0.001 -0.049
H 5.907865 -2.621213 -1.005646 0.017 -0.015 0.050
Cl 2.407333 7.015364 -3.951767 0.002 -0.009 0.001
C 2.142210 5.420210 -3.390701 0.006 0.014 -0.005
C 0.982720 5.132815 -2.675122 -0.091 0.002 0.054
C 0.770243 3.848697 -2.223594 -0.027 0.065 -0.019
C 1.710384 2.847572 -2.485896 -0.071 -0.103 0.003
C 2.866928 3.146753 -3.211845 0.029 0.025 -0.027
C 3.083176 4.432621 -3.661441 0.094 -0.045 -0.035
C 1.462469 1.493193 -2.011294 -0.308 0.508 0.309
O 2.387391 0.613875 -2.280425 -0.050 -0.150 -0.001
O 0.420667 1.226682 -1.347865 0.437 -0.023 -0.267
H 0.262670 5.917982 -2.490105 0.007 -0.022 0.000
H -0.135186 3.605868 -1.685356 0.006 0.013 -0.005
H 3.591654 2.372962 -3.421530 0.009 0.015 -0.011
H 3.972226 4.680831 -4.224324 -0.013 -0.008 0.010
```
Positions in Å, forces in eV/Å.

Löwdin population analysis, charges in e, atoms 1 to 5: 1.574, -0.032, -0.376, -0.057, -0.203

Density functional theory data (ωB97M-V with the def2-TZVPD basis set) for a cluster of 2 separate species, C21H38F2NO5P2 in total.

Gap between HOMO and LUMO, eV: 8.217
Charge: +1
LUMO, eV: -4.468
Electronic energy, eV: -58125.62731
M, g mol⁻¹: 484.48
HOMO, eV: -12.6854

```
69
Properties=species:S:1:pos:R:3:forces:R:3
C -2.971292 3.418944 3.082366 -0.089 -0.360 0.053
C -2.194946 2.489162 2.195606 -0.059 -0.064 0.030
F -2.989927 1.469182 1.708215 0.006 0.022 -0.007
O -1.683422 3.217211 1.098203 0.407 0.219 0.239
C -0.641234 2.735534 0.406744 0.082 0.217 -0.351
O 0.172405 3.434202 -0.122862 -0.365 -0.214 0.098
C -0.518430 1.232030 0.277840 -0.036 -0.035 0.358
C 0.367253 0.582039 1.116783 -0.183 0.347 -0.076
C 0.515261 -0.789930 1.092113 -0.278 -0.318 0.294
P 1.884318 -1.423269 2.187214 0.474 0.113 -0.306
C 1.125173 -1.152722 3.814466 -0.133 -0.077 0.172
O 1.862962 -3.045343 2.126582 0.103 0.039 -0.127
N -0.235286 -1.478698 0.207146 -0.005 0.059 0.182
O -0.061774 -2.839055 0.151871 0.088 0.151 -0.268
C -1.246468 -3.681736 0.293859 -0.360 -0.525 0.171
C -1.900114 -3.809938 1.681025 -0.153 0.335 0.134
C -1.160953 -3.095963 2.806379 -0.256 -0.383 0.136
C -3.394610 -3.429162 1.655989 -0.067 -0.121 0.191
C -4.180334 -4.207327 0.593263 0.090 0.271 -0.060
C -3.648378 -1.924669 1.582406 -0.021 -0.003 0.370
C -1.004813 -0.836683 -0.706134 0.548 -0.195 0.201
F -1.520941 -1.587942 -1.626067 -0.309 -0.609 -0.503
C -1.199011 0.506239 -0.701214 -0.085 0.480 -0.135
P -2.249968 1.349190 -1.950496 -0.220 0.474 0.199
O -3.075255 2.410158 -1.356370 0.032 -0.041 0.024
H -2.305243 3.881242 3.805225 0.061 0.218 -0.095
H -3.684185 2.814845 3.640366 -0.091 0.047 0.014
H -3.494679 4.166849 2.496471 -0.041 0.052 -0.031
H -1.381065 2.006030 2.742446 0.050 -0.060 -0.066
H 0.971899 1.169800 1.795456 0.102 -0.072 0.077
H 0.273987 -0.478845 3.756264 0.069 0.161 0.103
H 1.885648 -0.757234 4.480112 -0.006 0.092 0.095
H 0.764814 -2.102757 4.205166 0.095 0.022 0.019
H 2.426589 -3.343114 1.402174 0.088 -0.221 0.078
H -1.987998 -3.438272 -0.454492 -0.018 0.339 -0.175
H -0.843624 -4.643252 -0.014967 0.259 0.069 0.019
H -1.885824 -4.868519 1.945230 0.111 -0.102 -0.156
H -1.119901 -2.016382 2.674196 0.059 0.009 -0.073
H -0.168831 -3.516761 2.947818 -0.029 0.154 -0.142
H -1.707641 -3.271693 3.733867 -0.062 0.044 0.046
H -3.766972 -3.752945 2.631163 -0.031 -0.068 0.015
H -5.192464 -4.407935 0.935655 -0.056 -0.030 0.019
H -3.705259 -5.157715 0.353822 -0.059 -0.116 -0.008
H -4.280746 -3.627173 -0.326076 0.082 -0.062 -0.113
H -4.651134 -1.705722 1.221513 -0.012 0.008 -0.130
H -2.927241 -1.394705 0.959904 -0.001 0.028 -0.277
H -3.578083 -1.473273 2.571916 0.079 0.073 0.015
H -2.923166 0.290653 -2.568379 0.098 -0.127 -0.089
H -1.288455 1.788569 -2.871081 0.058 -0.193 -0.144
C 4.912718 4.272899 -3.693263 0.010 -0.035 0.070
C 5.171361 2.863757 -3.168292 0.012 0.049 -0.067
C 4.479375 1.772366 -3.983742 0.002 -0.027 0.035
C 2.952820 1.864006 -4.011141 0.002 0.012 -0.031
C 2.289282 1.840561 -2.635939 -0.021 -0.087 -0.024
C 2.549760 0.551302 -1.860879 -0.095 0.067 -0.024
H 3.854747 4.535932 -3.647329 -0.005 0.005 -0.011
H 5.457441 5.012456 -3.106348 0.004 0.012 -0.012
H 5.237889 4.366000 -4.730990 -0.022 0.001 -0.016
H 4.865540 2.802894 -2.119427 0.006 -0.021 0.007
H 6.246520 2.671241 -3.180350 0.004 -0.004 0.025
H 4.782329 0.794022 -3.599067 -0.010 -0.006 -0.010
H 4.844450 1.812430 -5.013658 0.010 0.010 -0.003
H 2.564400 1.033700 -4.610296 -0.010 -0.005 0.009
H 2.649596 2.775630 -4.531184 0.011 0.006 -0.001
H 1.209149 1.965644 -2.769962 0.004 0.035 0.024
H 2.615889 2.695714 -2.040787 -0.018 0.019 -0.006
H 2.201235 -0.318797 -2.426049 0.045 -0.022 -0.001
H 2.025548 0.573979 -0.903154 0.047 -0.038 0.026
H 3.609307 0.411119 -1.646841 0.007 -0.017 -0.011
```
Positions in Å, forces in eV/Å.

Löwdin population analysis, charges in e, atoms 1 to 5: 0.024, -0.378, 0.036, 0.098, -0.444